1.
{
  "formula": "C18H21Br3F9NNiO8PTe",
  "method": "ωB97M-V with the def2-TZVPD basis set",
  "species": ["Ni", "Br", "C", "Br", "H", "H", "F", "C", "F", "F", "C", "O", "C", "F", "F", "F", "C", "F", "F", "F", "C", "C", "O", "P", "O", "Te", "O", "C", "C", "H", "H", "H", "H", "H", "H", "H", "H", "H", "H", "Br", "C", "C", "C", "C", "C", "C", "C", "O", "O", "H", "H", "H", "H", "N", "C", "C", "O", "O", "H", "H", "H", "H", "H"],
  "coordinates": [[-0.129, -0.544, 0.203], [-1.180, -1.912, 2.806], [-2.650, -2.656, 1.823], [-2.828, -1.808, 0.098], [-3.562, -2.461, 2.374], [-2.489, -3.713, 1.661], [-0.416, 3.285, -3.121], [-0.473, 2.449, -2.068], [-1.287, 3.018, -1.165], [0.750, 2.417, -1.525], [-0.943, 1.005, -2.447], [-0.618, 0.088, -1.552], [-2.496, 1.041, -2.637], [-2.935, 2.090, -3.358], [-2.916, -0.074, -3.251], [-3.116, 1.093, -1.451], [-0.284, 0.635, -3.826], [-0.875, 1.230, -4.883], [1.010, 1.003, -3.843], [-0.329, -0.676, -4.031], [2.314, -5.926, -1.978], [2.904, -4.561, -2.251], [1.941, -3.545, -1.973], [1.886, -2.596, -0.677], [0.405, -2.370, -0.440], [3.263, -3.434, 1.051], [2.392, -1.170, -1.244], [3.780, -0.865, -1.359], [3.911, 0.376, -2.212], [3.024, -6.706, -2.264], [1.392, -6.065, -2.545], [2.096, -6.025, -0.915], [3.162, -4.444, -3.306], [3.798, -4.403, -1.645], [4.311, -1.708, -1.812], [4.192, -0.721, -0.357], [3.572, 0.187, -3.230], [4.953, 0.701, -2.241], [3.302, 1.187, -1.808], [-6.370, 0.394, 2.446], [-4.889, 1.475, 2.936], [-5.003, 2.336, 4.015], [-3.911, 3.112, 4.377], [-2.724, 3.028, 3.666], [-2.632, 2.157, 2.589], [-3.716, 1.372, 2.215], [-1.358, 1.988, 1.827], [-0.491, 2.942, 1.992], [-1.195, 1.007, 1.125], [-5.932, 2.395, 4.566], [-3.990, 3.781, 5.224], [-1.863, 3.617, 3.946], [-3.622, 0.694, 1.378], [1.993, 2.460, 1.090], [2.386, 1.744, 2.319], [1.465, 0.523, 2.480], [0.922, 0.297, 3.553], [1.344, -0.155, 1.397], [2.664, 3.176, 0.837], [0.433, 2.684, 1.622], [1.972, 1.775, 0.339], [2.267, 2.390, 3.187], [3.420, 1.387, 2.268]],
  "max_force_ev_per_a": 0.8,
  "s_squared": 2.003,
  "spin_multiplicity": 3,
  "charge": -1,
  "e_above_lowest_kcal_mol": 3.9,
  "orbital_gap_ev": [6.617, 6.615]
}

2.
{
  "formula": "C18H21Cl32I2O3P",
  "method": "ωB97M-V with the def2-TZVPD basis set",
  "species": ["C", "C", "O", "C", "C", "O", "C", "C", "O", "C", "P", "C", "I", "C", "C", "I", "H", "H", "H", "H", "H", "H", "H", "H", "H", "H", "H", "H", "H", "H", "H", "H", "H", "H", "H", "H", "H", "C", "Cl", "Cl", "Cl", "Cl", "C", "Cl", "Cl", "Cl", "Cl", "C", "Cl", "Cl", "Cl", "Cl", "C", "Cl", "Cl", "Cl", "Cl", "C", "Cl", "Cl", "Cl", "Cl", "C", "Cl", "Cl", "Cl", "Cl", "C", "Cl", "Cl", "Cl", "Cl", "C", "Cl", "Cl", "Cl", "Cl"],
  "coordinates": [[2.952, -2.721, 0.237], [3.216, -1.412, -0.506], [1.974, -0.868, -0.943], [2.030, 0.544, -1.145], [1.249, 1.337, -0.120], [1.704, 1.204, 1.209], [1.189, 0.092, 1.934], [0.116, 0.587, 2.929], [-1.143, -0.120, 2.883], [-1.695, -0.114, 1.585], [-3.506, -0.593, 1.695], [-3.883, -1.125, -0.033], [-4.143, 0.619, -1.313], [-5.090, -2.070, -0.164], [-6.465, -1.369, -0.191], [-5.112, -3.580, 1.387], [2.559, -2.460, 1.222], [3.885, -3.273, 0.342], [2.199, -3.311, -0.283], [3.816, -1.622, -1.401], [3.744, -0.737, 0.173], [1.563, 0.742, -2.111], [3.070, 0.851, -1.235], [0.182, 1.109, -0.239], [1.354, 2.396, -0.379], [2.034, -0.292, 2.514], [0.857, -0.730, 1.301], [0.040, 1.667, 2.814], [0.502, 0.408, 3.933], [-1.624, 0.843, 1.059], [-1.226, -0.925, 1.018], [-4.183, 0.618, 1.960], [-3.006, -1.624, -0.445], [-5.004, -2.629, -1.093], [-7.235, -2.082, 0.094], [-6.646, -1.042, -1.214], [-6.455, -0.527, 0.501], [4.445, 2.643, -3.673], [2.681, 2.522, -3.518], [4.922, 2.186, -5.312], [4.939, 4.307, -3.349], [5.230, 1.558, -2.524], [8.842, -0.395, -2.678], [7.835, -0.551, -1.229], [9.354, -1.999, -3.211], [7.908, 0.384, -3.956], [10.262, 0.584, -2.302], [-1.928, -1.956, 6.549], [-2.875, -2.992, 7.629], [-1.491, -0.470, 7.414], [-0.457, -2.808, 6.060], [-2.865, -1.551, 5.119], [3.950, 8.252, -2.266], [2.787, 7.296, -1.343], [4.477, 9.634, -1.304], [5.348, 7.245, -2.663], [3.195, 8.821, -3.757], [2.119, -1.054, -5.870], [1.404, -2.566, -6.442], [3.789, -0.934, -6.429], [1.192, 0.310, -6.504], [2.088, -1.031, -4.104], [-6.323, -6.039, 4.849], [-5.390, -5.073, 5.994], [-7.600, -5.045, 4.142], [-5.250, -6.619, 3.568], [-7.044, -7.420, 5.682], [-3.031, 2.930, 4.871], [-4.561, 2.916, 3.984], [-3.312, 2.408, 6.537], [-1.899, 1.809, 4.114], [-2.370, 4.576, 4.864], [-2.840, 0.070, -5.383], [-4.308, 1.045, -5.244], [-3.052, -1.454, -4.514], [-2.521, -0.266, -7.088], [-1.467, 0.931, -4.686]],
  "max_force_ev_per_a": 2.0,
  "charge": 0,
  "orbital_gap_ev": 8.187
}

3.
{
  "formula": "C18H21ClFN3O2S",
  "method": "ωB97M-V with the def2-TZVPD basis set",
  "species": ["C", "N", "C", "C", "N", "C", "C", "C", "C", "C", "C", "H", "H", "C", "N", "S", "O", "O", "C", "C", "C", "C", "C", "C", "Cl", "H", "F", "H", "H", "H", "H", "H", "H", "H", "C", "H", "C", "H", "H", "H", "H", "H", "H", "H", "H", "H", "H"],
  "coordinates": [[-5.488, -0.914, 0.825], [-4.402, -0.164, 0.234], [-3.417, -1.033, -0.381], [-2.345, -0.210, -1.096], [-1.718, 0.684, -0.150], [-0.405, 1.076, -0.286], [0.350, 0.783, -1.430], [1.691, 1.097, -1.500], [2.347, 1.717, -0.445], [1.595, 2.049, 0.676], [0.257, 1.735, 0.759], [-0.274, 1.980, 1.666], [2.072, 2.550, 1.505], [3.828, 1.993, -0.497], [4.617, 0.871, -0.963], [4.825, -0.417, 0.057], [5.283, 0.084, 1.311], [5.629, -1.359, -0.659], [3.184, -1.169, 0.212], [2.788, -1.930, -0.875], [1.540, -2.520, -0.913], [0.696, -2.325, 0.169], [1.070, -1.587, 1.275], [2.335, -1.009, 1.295], [2.814, -0.122, 2.671], [0.396, -1.462, 2.106], [-0.528, -2.881, 0.150], [1.219, -3.118, -1.751], [3.494, -2.064, -1.679], [4.421, 0.570, -1.903], [4.203, 2.221, 0.503], [4.043, 2.845, -1.151], [2.233, 0.859, -2.406], [-0.115, 0.321, -2.286], [-2.700, 1.543, 0.476], [-2.224, 2.225, 1.176], [-3.745, 0.697, 1.198], [-4.493, 1.350, 1.652], [-3.255, 0.113, 1.998], [-3.214, 2.138, -0.295], [-1.605, -0.900, -1.500], [-2.812, 0.349, -1.922], [-3.922, -1.671, -1.110], [-2.928, -1.681, 0.367], [-5.974, -1.506, 0.051], [-5.152, -1.591, 1.626], [-6.216, -0.217, 1.240]],
  "max_force_ev_per_a": 0.8,
  "smiles": "CN1CCN(c2ccc(CNS(=O)(=O)c3ccc(F)cc3Cl)cc2)CC1",
  "charge": 0,
  "orbital_gap_ev": 8.362
}

4.
{
  "formula": "C18H21ClIN4ORbS2",
  "method": "ωB97M-V with the def2-TZVPD basis set",
  "species": ["Rb", "C", "C", "N", "C", "C", "S", "C", "C", "N", "H", "H", "H", "H", "H", "H", "H", "H", "H", "H", "H", "H", "H", "H", "Cl", "C", "C", "C", "I", "C", "O", "C", "N", "C", "C", "C", "C", "H", "H", "H", "H", "S", "C", "C", "N", "C", "H", "H", "H"],
  "coordinates": [[0.081, 0.443, 0.124], [1.559, 1.167, 3.786], [0.573, 2.298, 3.462], [-0.614, 1.909, 2.721], [-1.706, 1.236, 3.393], [-1.428, -0.155, 3.970], [-0.798, -1.471, 2.878], [0.860, -1.788, 3.552], [2.069, -1.099, 2.912], [1.892, 0.315, 2.662], [1.141, 0.545, 4.575], [2.444, 1.640, 4.233], [1.089, 3.046, 2.857], [0.331, 2.781, 4.423], [-0.974, 2.705, 2.212], [-2.525, 1.159, 2.676], [-2.091, 1.813, 4.253], [-2.380, -0.524, 4.354], [-0.759, -0.097, 4.826], [1.002, -2.866, 3.460], [0.813, -1.583, 4.622], [2.294, -1.574, 1.954], [2.913, -1.316, 3.588], [2.637, 0.686, 2.088], [-3.639, -1.007, -6.504], [-2.868, -0.262, -5.126], [-2.736, 1.098, -5.086], [-2.123, 1.722, -3.999], [-1.910, 3.801, -3.985], [-1.610, 1.029, -2.890], [-1.048, 1.582, -1.897], [-1.754, -0.426, -2.960], [-1.256, -1.136, -1.923], [-1.354, -2.445, -1.942], [-1.958, -3.164, -2.984], [-2.470, -2.470, -4.046], [-2.379, -1.063, -4.068], [-3.108, 1.698, -5.906], [-0.942, -2.981, -1.091], [-2.010, -4.243, -2.935], [-2.943, -2.981, -4.873], [3.282, 0.788, -3.647], [4.363, -0.167, -2.729], [3.920, -0.252, -1.448], [2.758, 0.422, -1.182], [2.315, 1.017, -2.255], [5.244, -0.613, -3.158], [4.413, -0.799, -0.658], [1.390, 1.583, -2.289]],
  "max_force_ev_per_a": 0.4,
  "charge": 0,
  "e_above_lowest_kcal_mol": 4.2,
  "orbital_gap_ev": 6.324
}

5.
{
  "formula": "C18H21ClN2O3Pt",
  "method": "ωB97M-V with the def2-TZVPD basis set",
  "species": ["Cl", "C", "C", "C", "H", "C", "C", "H", "H", "H", "C", "Pt", "C", "O", "C", "O", "H", "H", "H", "C", "C", "N", "C", "C", "C", "O", "C", "C", "C", "C", "N", "C", "H", "H", "H", "H", "H", "H", "H", "H", "H", "H", "H", "H", "H", "H"],
  "coordinates": [[1.698, 1.377, -3.459], [1.552, 0.721, 1.619], [0.243, 1.013, 2.110], [-0.366, 1.964, 1.236], [-0.220, 0.566, 2.981], [0.598, 2.332, 0.206], [1.775, 1.498, 0.432], [2.642, 1.521, -0.220], [2.252, 0.025, 2.059], [-1.356, 2.403, 1.310], [0.414, 3.307, -0.889], [0.034, 0.218, -0.269], [-1.836, 0.021, -0.458], [-2.993, -0.075, -0.555], [1.066, -0.750, -1.537], [1.744, -1.282, -2.301], [-0.644, 3.402, -1.149], [0.941, 2.957, -1.792], [0.789, 4.294, -0.603], [0.786, -7.968, 3.523], [-0.648, -7.574, 3.335], [-0.931, -6.869, 2.084], [-1.373, -7.753, 0.983], [-2.872, -7.671, 0.725], [-0.635, -5.543, 2.049], [-0.187, -4.960, 3.043], [-0.837, -4.733, 0.810], [-1.351, -5.141, -0.439], [-1.465, -4.215, -1.466], [-1.083, -2.879, -1.226], [-0.586, -2.499, -0.042], [-0.461, -3.384, 0.962], [1.184, -8.570, 2.707], [0.836, -8.554, 4.437], [1.405, -7.085, 3.647], [-1.292, -8.448, 3.286], [-0.963, -6.941, 4.165], [-0.784, -7.547, 0.077], [-1.083, -8.752, 1.323], [-3.210, -6.645, 0.542], [-3.086, -8.266, -0.167], [-3.466, -8.067, 1.558], [-1.677, -6.149, -0.660], [-1.854, -4.523, -2.428], [-1.204, -2.163, -2.055], [-0.052, -3.049, 1.916]],
  "max_force_ev_per_a": 6.1,
  "s_squared": 6.043,
  "spin_multiplicity": 5,
  "charge": 2,
  "orbital_gap_ev": [5.814, 4.929]
}

6.
{
  "formula": "C18H21ClN4O4S2",
  "method": "ωB97M-V with the def2-TZVPD basis set",
  "species": ["O", "O", "O", "O", "Cl", "N", "S", "C", "C", "C", "C", "C", "C", "C", "C", "C", "N", "N", "N", "C", "C", "C", "C", "C", "C", "C", "C", "C", "S", "H", "H", "H", "H", "H", "H", "H", "H", "H", "H", "H", "H", "H", "H", "H", "H", "H", "H", "H", "H", "H"],
  "coordinates": [[1.024, -0.988, -0.518], [0.204, 3.176, -1.447], [-2.675, -6.124, 0.393], [-0.266, -6.117, -0.073], [3.576, 0.577, 4.465], [2.200, 1.833, 1.888], [1.804, 4.256, 0.942], [-0.154, -1.181, -0.778], [0.315, 1.993, -1.140], [1.641, 2.497, 0.889], [3.847, 4.641, 4.431], [4.001, 3.277, 4.768], [3.257, 4.989, 3.234], [3.471, 2.255, 3.993], [2.831, 2.674, 2.794], [2.721, 4.011, 2.446], [1.026, 1.688, -0.033], [-0.704, -2.433, -0.505], [-0.860, -0.198, -1.493], [-2.306, -0.317, -1.656], [-0.713, -3.324, -1.673], [-0.344, -3.011, 0.799], [-2.973, 1.045, -1.763], [-2.361, 1.870, -2.953], [-0.943, 1.371, -3.343], [-1.794, -4.380, -1.453], [-1.339, -4.037, 1.265], [-0.122, 0.892, -2.133], [-1.481, -5.317, 0.054], [4.253, 5.425, 5.038], [4.513, 3.025, 5.683], [3.226, 6.009, 2.899], [1.182, 0.647, 0.146], [-2.700, -0.851, -0.788], [-2.505, -0.941, -2.560], [-0.910, -2.748, -2.577], [0.253, -3.828, -1.793], [0.643, -3.502, 0.616], [-0.247, -2.271, 1.605], [-4.064, 0.942, -1.858], [-2.777, 1.567, -0.841], [-2.993, 1.823, -3.842], [-2.258, 2.881, -2.639], [-1.036, 0.540, -4.038], [-0.431, 2.167, -3.903], [-1.790, -5.110, -2.231], [-2.739, -3.821, -1.386], [-2.320, -3.588, 1.419], [-0.984, -4.515, 2.214], [0.803, 0.531, -2.564]],
  "max_force_ev_per_a": 3.8,
  "smiles": "O=C(Nc1nc2c(Cl)cccc2s1)[C@@H]1CCCCN1C(=O)N1CCS(=O)(=O)CC1",
  "charge": 0,
  "e_above_lowest_kcal_mol": 0.0,
  "orbital_gap_ev": 8.575
}

7.
{
  "formula": "C18H21ClN4OS",
  "method": "ωB97M-V with the def2-TZVPD basis set",
  "species": ["O", "Cl", "S", "C", "C", "C", "C", "C", "C", "C", "C", "C", "N", "N", "N", "N", "C", "C", "C", "C", "C", "C", "C", "C", "C", "H", "H", "H", "H", "H", "H", "H", "H", "H", "H", "H", "H", "H", "H", "H", "H", "H", "H", "H", "H", "H"],
  "coordinates": [[0.613, 3.701, -0.957], [4.237, 0.475, 4.508], [-1.983, -0.051, 1.444], [0.066, 2.581, -0.998], [-1.863, -1.568, 0.545], [-0.945, -1.473, -0.477], [3.063, 1.973, 2.511], [1.571, 0.850, 4.005], [1.965, 2.456, 1.814], [0.482, 1.317, 3.298], [2.879, 1.145, 3.648], [0.646, 2.198, 2.222], [1.295, 1.980, -3.095], [-0.573, 2.096, 0.130], [0.212, 1.737, -2.143], [1.107, -0.217, -2.720], [-0.528, 2.774, 1.431], [1.490, 0.701, -3.790], [-2.671, -2.836, 0.797], [-0.642, -2.631, -1.399], [-1.291, 0.855, -0.014], [-0.098, 0.347, -2.110], [-2.130, -4.042, 0.034], [-1.778, -3.651, -1.397], [-0.313, -0.113, -0.664], [4.041, 2.226, 2.232], [1.342, 0.269, 4.865], [2.175, 3.096, 0.970], [-0.541, 1.058, 3.533], [2.148, 2.274, -2.586], [1.875, -0.210, -2.018], [-0.389, 3.854, 1.218], [-1.472, 2.668, 1.914], [2.508, 0.602, -4.178], [0.799, 0.522, -4.646], [-2.621, -3.053, 1.877], [-3.735, -2.664, 0.573], [0.298, -3.116, -1.102], [-0.426, -2.263, -2.431], [-2.085, 1.072, -0.712], [-0.993, 0.147, -2.731], [-2.914, -4.793, 0.065], [-1.238, -4.441, 0.532], [-1.526, -4.523, -1.981], [-2.685, -3.222, -1.857], [0.624, -0.110, -0.158]],
  "max_force_ev_per_a": 2.9,
  "smiles": "O=C1N(Cc2ccc(Cl)cc2)[C@@H]2SC3=C(CCCC3)[C@H]2[C@@H]2NCNN12",
  "charge": 0,
  "e_above_lowest_kcal_mol": 0.0,
  "orbital_gap_ev": 8.678
}

8.
{
  "formula": "C18H21F11O12",
  "method": "ωB97M-V with the def2-TZVPD basis set",
  "species": ["C", "C", "O", "C", "O", "O", "F", "H", "H", "H", "C", "C", "O", "C", "O", "O", "F", "H", "H", "H", "C", "C", "O", "C", "O", "C", "F", "F", "F", "H", "H", "H", "H", "H", "C", "C", "O", "C", "O", "C", "F", "F", "F", "H", "H", "H", "H", "H", "C", "C", "O", "C", "O", "C", "F", "F", "F", "H", "H", "H", "H", "H"],
  "coordinates": [[-3.232, -2.697, -0.894], [-4.557, -2.236, -0.399], [-4.361, -0.848, -0.502], [-3.592, -0.620, -1.564], [-3.383, 0.545, -1.982], [-2.929, -1.720, -1.870], [-4.604, -2.541, 0.908], [-3.182, -3.732, -1.232], [-2.538, -2.593, -0.060], [-5.391, -2.671, -0.949], [-0.259, 0.462, -0.163], [0.404, 0.835, -1.501], [1.042, -0.463, -1.719], [0.377, -1.441, -1.177], [0.356, -2.631, -1.422], [-0.495, -0.922, -0.261], [1.365, 1.761, -1.315], [-1.260, 0.866, -0.016], [0.327, 0.760, 0.707], [-0.341, 1.181, -2.217], [0.177, 3.366, 6.646], [-0.658, 4.218, 5.631], [-0.059, 4.251, 4.308], [-0.406, 3.270, 3.417], [-0.967, 2.211, 3.631], [-0.029, 3.633, 1.954], [0.304, 4.856, 1.912], [1.071, 2.912, 1.599], [-1.006, 3.332, 1.100], [-0.233, 2.382, 6.873], [0.359, 3.858, 7.602], [1.161, 3.138, 6.237], [-0.660, 5.206, 6.091], [-1.708, 3.922, 5.635], [2.148, -3.923, 2.698], [1.446, -2.676, 2.176], [2.470, -1.674, 1.927], [2.384, -0.497, 2.417], [1.485, -0.018, 3.141], [3.523, 0.463, 1.923], [4.076, 1.203, 2.948], [4.441, -0.246, 1.216], [3.020, 1.252, 0.961], [2.515, -3.763, 3.711], [3.033, -4.105, 2.088], [1.512, -4.802, 2.588], [0.662, -2.317, 2.843], [1.058, -3.021, 1.218], [-0.935, -2.041, -6.159], [-0.249, -1.743, -4.784], [0.196, -0.379, -4.757], [1.212, 0.069, -5.621], [1.782, -0.602, -6.494], [1.614, 1.555, -5.287], [1.057, 2.519, -6.153], [1.308, 1.906, -4.034], [2.923, 1.665, -5.389], [-1.756, -1.357, -6.373], [-1.367, -3.039, -6.235], [-0.263, -2.002, -7.016], [0.559, -2.454, -4.610], [-0.947, -1.825, -3.951]],
  "max_force_ev_per_a": 5.6,
  "smiles": "O=C1OC[C@@H](F)O1.O=C1OC[C@@H](F)O1.CCOC(=O)C(F)(F)F.CCOC(=O)C(F)(F)F.CCOC(=O)C(F)(F)F",
  "charge": 0,
  "e_above_lowest_kcal_mol": 0.0,
  "orbital_gap_ev": 11.602
}

Among the records above, which one has the lowest charge?
C18H21Br3F9NNiO8PTe